{"formula": "C20H49N6O3", "method": "the ωB97M-V functional and the def2-TZVPD basis", "elements": ["N", "C", "C", "C", "C", "C", "N", "C", "C", "N", "C", "H", "H", "H", "H", "H", "H", "H", "H", "H", "H", "H", "H", "H", "H", "H", "H", "C", "C", "C", "O", "C", "N", "H", "H", "H", "H", "H", "H", "H", "H", "H", "H", "H", "C", "C", "C", "O", "C", "N", "H", "H", "H", "H", "H", "H", "H", "H", "H", "H", "H", "C", "C", "C", "O", "C", "N", "H", "H", "H", "H", "H", "H", "H", "H", "H", "H", "H"], "coordinates": [[-5.70239, -1.15104, 2.04047], [-5.33026, -1.97429, 3.17507], [-4.75712, -3.36642, 2.85210], [-3.72604, -3.40714, 1.72936], [-3.43336, -4.83934, 1.24655], [-2.13735, -5.48935, 1.73179], [-0.96479, -4.60274, 1.64764], [-0.16490, -4.23271, 2.69604], [0.80273, -3.43059, 2.20498], [0.55437, -3.32370, 0.86332], [-0.51623, -4.03574, 0.53911], [-4.88805, -0.76613, 1.58713], [-6.30408, -1.63365, 1.38921], [-4.63626, -1.40114, 3.78834], [-6.21798, -2.13194, 3.78817], [-5.58320, -4.03259, 2.59398], [-4.31720, -3.77187, 3.76913], [-4.11823, -2.84121, 0.88638], [-2.82141, -2.88106, 2.03931], [-3.47390, -4.91274, 0.16026], [-4.23190, -5.48357, 1.61500], [-2.20211, -5.82201, 2.76352], [-1.90538, -6.36278, 1.12649], [-0.33224, -4.55773, 3.70596], [1.62703, -2.93371, 2.68032], [1.09268, -2.77172, 0.21202], [-0.94472, -4.13812, -0.44068], [-1.50217, -0.57783, 3.99842], [-1.42126, -0.06413, 2.56365], [-0.53929, 1.17830, 2.39143], [-1.13607, 2.37502, 2.82250], [-0.99665, 2.68366, 4.19890], [-2.77866, 0.14393, 2.05895], [-2.12984, 0.06564, 4.61401], [-1.94413, -1.57546, 4.02629], [-0.51389, -0.62538, 4.46124], [-0.96339, -0.84548, 1.94540], [-0.36144, 1.30393, 1.31897], [0.43860, 1.04107, 2.87748], [-0.01903, 2.36769, 4.57575], [-1.78078, 2.22529, 4.80648], [-1.07642, 3.76417, 4.29585], [-2.73023, 0.42971, 1.08374], [-3.15714, 0.95692, 2.53988], [1.57021, 0.33487, -3.78034], [1.89258, 0.14433, -2.30222], [0.73981, -0.48137, -1.50673], [-0.32067, 0.39407, -1.19979], [-1.29303, 0.56683, -2.22233], [2.34458, 1.41432, -1.71993], [0.90476, 1.18198, -3.94353], [2.47702, 0.54042, -4.34211], [1.10174, -0.55794, -4.19980], [2.72878, -0.55982, -2.23313], [1.14023, -0.79777, -0.53144], [0.35694, -1.37495, -2.02219], [-1.45542, -0.36473, -2.77205], [-1.01037, 1.35079, -2.92520], [-2.22308, 0.85977, -1.73776], [2.65352, 1.25963, -0.76429], [1.53473, 2.02352, -1.63553], [3.85385, 5.13289, -4.97618], [3.85320, 4.18101, -3.78501], [4.97490, 4.44780, -2.77437], [6.25290, 4.00423, -3.18135], [6.98544, 4.90448, -3.99032], [3.84937, 2.79899, -4.26644], [4.65354, 4.89322, -5.67720], [2.91291, 5.05193, -5.51919], [3.97738, 6.16956, -4.65782], [2.91503, 4.33359, -3.24004], [4.74921, 3.88721, -1.86334], [5.01401, 5.51322, -2.50983], [6.80504, 5.94110, -3.68973], [6.74540, 4.79647, -5.05087], [8.04171, 4.67872, -3.85205], [3.73986, 2.17890, -3.46706], [4.77800, 2.60072, -4.63071]], "forces_ev_per_a": [[-0.1, 0.0, 0.3], [-0.1, -0.1, -0.1], [0.1, 0.0, 0.2], [-0.1, -0.1, -0.1], [0.0, 0.0, 0.2], [-0.1, -0.1, -0.1], [-0.3, -0.1, -0.1], [0.1, 0.0, 0.4], [0.1, 0.2, 0.0], [0.4, 0.3, -0.4], [-0.1, -0.1, 0.2], [0.1, -0.1, -0.1], [0.0, 0.0, -0.1], [0.1, 0.0, -0.1], [0.0, 0.0, 0.1], [-0.1, 0.0, -0.1], [0.0, -0.1, 0.1], [0.0, 0.1, -0.1], [0.1, 0.1, 0.0], [0.1, 0.1, -0.1], [0.0, -0.1, -0.1], [0.0, 0.1, 0.1], [0.0, -0.1, 0.0], [-0.1, -0.1, 0.0], [0.0, 0.0, 0.0], [0.0, 0.0, -0.1], [0.0, 0.0, -0.1], [0.1, 0.0, 0.0], [-0.1, 0.0, 0.2], [0.1, 0.0, -0.2], [-0.1, 0.1, 0.1], [0.0, 0.0, 0.0], [0.0, 0.1, -0.2], [0.0, 0.0, 0.0], [0.0, 0.0, 0.0], [0.0, 0.0, 0.0], [0.1, -0.1, 0.0], [0.0, 0.0, 0.0], [-0.1, -0.1, 0.0], [0.0, 0.0, 0.0], [0.0, 0.0, 0.0], [0.0, 0.0, 0.0], [0.1, 0.0, 0.0], [-0.1, 0.0, 0.0], [0.0, -0.1, 0.0], [0.0, 0.1, -0.1], [0.1, 0.0, 0.1], [-0.1, -0.1, 0.1], [0.0, 0.0, 0.1], [-0.2, -0.3, 0.1], [0.0, 0.0, 0.0], [0.0, 0.0, 0.0], [0.0, 0.0, 0.0], [0.0, 0.0, 0.0], [0.0, 0.1, 0.0], [0.0, 0.0, -0.1], [0.0, 0.0, 0.0], [0.0, 0.0, 0.0], [0.0, 0.0, 0.0], [0.1, 0.0, 0.0], [0.1, 0.1, -0.1], [0.0, 0.0, 0.0], [0.0, 0.0, -0.1], [-0.1, 0.0, 0.1], [0.0, 0.0, -0.1], [0.0, 0.0, 0.0], [0.2, -0.1, 0.1], [0.0, 0.0, 0.0], [0.0, 0.0, 0.0], [0.0, 0.0, 0.0], [0.0, 0.0, 0.0], [0.0, 0.0, 0.0], [0.0, 0.0, 0.0], [0.0, 0.0, 0.0], [0.0, 0.0, 0.0], [0.0, 0.0, 0.0], [-0.1, 0.1, 0.0], [0.0, 0.0, -0.1]], "charge": 1, "homo_lumo_gap_ev": 7.50, "mol_weight_g_mol": 421.7}

{"formula": "C3H7BrS2", "method": "the ωB97M-V functional and the def2-TZVPD basis", "elements": ["C", "C", "C", "S", "S", "Br", "H", "H", "H", "H", "H", "H", "H"], "coordinates": [[0.55846, 1.50730, -0.20406], [0.50876, 0.22005, 0.74060], [-0.51034, -0.60159, 0.04189], [-0.39195, -1.13241, -1.62228], [-2.20012, -0.30290, 0.44413], [0.28246, -3.06398, 1.54523], [1.49011, 2.02257, 0.14920], [-0.37741, 2.19982, -0.04144], [0.74757, 1.30015, -1.20720], [1.52960, -0.41448, 0.82932], [0.28486, 0.56142, 1.66451], [0.81348, -1.89296, -1.50611], [-2.73546, -0.40300, -0.83378]], "forces_ev_per_a": [[0.2, 1.5, 3.2], [2.9, -1.8, -4.0], [-1.5, -0.9, 0.2], [1.8, -1.4, 0.6], [0.5, 0.2, -0.6], [-0.3, 1.0, -0.7], [-1.0, 0.1, -0.2], [1.9, -1.5, -0.4], [-0.1, -0.5, -1.6], [-2.3, 1.7, -0.5], [-1.2, 0.5, 3.0], [-1.4, 1.1, 0.0], [0.5, -0.2, 1.0]], "charge": 0, "homo_lumo_gap_ev": 6.44, "mol_weight_g_mol": 187.1}

{"formula": "C8H6OS", "method": "the ωB97M-V functional and the def2-TZVPD basis", "elements": ["C", "C", "C", "C", "C", "C", "C", "C", "O", "S", "H", "H", "H", "H", "H", "H"], "coordinates": [[-1.92736, -1.33045, 0.67135], [-0.65281, -1.12308, 0.13505], [-2.66094, -0.17972, 0.53782], [-0.50273, 0.01625, -0.59647], [0.86675, 1.18830, -2.23971], [0.58516, 0.62808, -1.20104], [2.08088, -0.38491, 0.85140], [2.00848, 0.89900, 0.83330], [2.25993, -1.53718, 0.89352], [-1.84749, 0.98474, -0.37939], [-2.23266, -2.29198, 0.96682], [0.16123, -1.81878, 0.06965], [-3.69732, 0.07526, 0.57776], [1.36864, 1.74188, -2.99407], [2.80801, 1.48493, 0.38616], [1.38222, 1.64767, 1.48785]], "forces_ev_per_a": [[0.1, 1.3, -0.3], [1.1, -0.9, -1.3], [-0.4, -0.1, -0.7], [-0.4, -0.3, 2.4], [1.3, 0.4, 0.2], [-0.4, 0.3, -3.0], [1.0, -1.4, 1.1], [-0.4, 3.8, 1.9], [-0.3, 0.6, -0.3], [-0.9, 1.1, 0.0], [-0.6, -0.7, 0.8], [-0.2, -0.6, 0.4], [-0.6, -0.5, 0.8], [0.0, 0.1, -0.1], [0.0, -0.6, -0.3], [0.8, -2.4, -1.3]], "charge": 0, "homo_lumo_gap_ev": 9.06, "smiles": "C#Cc1cccs1.C=C=O", "mol_weight_g_mol": 150.2}

{"formula": "C21H25FKN3O2", "method": "the ωB97M-V functional and the def2-TZVPD basis", "elements": ["K", "C", "N", "C", "C", "C", "N", "C", "C", "C", "C", "C", "C", "C", "O", "C", "C", "C", "N", "C", "C", "C", "C", "C", "C", "C", "O", "H", "H", "H", "H", "H", "H", "H", "H", "H", "H", "H", "H", "H", "H", "H", "H", "H", "H", "H", "H", "H", "H", "H", "H", "H", "F"], "coordinates": [[1.10029, 0.46532, -0.23340], [-2.16340, -2.63440, -0.84791], [-2.30685, -1.77157, 0.31297], [-1.57528, -2.26392, 1.47701], [-0.76428, -1.20277, 2.24528], [0.63807, -1.72069, 2.57878], [1.26161, -2.11496, 1.32585], [2.41598, -1.66303, 1.05356], [3.10425, -1.85718, -0.23090], [4.48867, -1.65459, -0.25562], [5.26049, -1.83291, -1.38903], [4.59789, -2.20515, -2.57389], [3.23470, -2.36857, -2.61223], [2.38597, -2.18116, -1.45510], [1.13019, -2.25744, -1.54191], [-3.65696, -1.31375, 0.58513], [-3.76059, 0.20760, 0.66032], [-3.50431, 0.87458, -0.69781], [-2.87799, 2.17921, -0.54239], [-1.64482, 2.21791, -0.86982], [-0.73603, 3.34073, -0.64697], [-1.14220, 4.45055, 0.10549], [-0.29224, 5.49858, 0.38908], [1.03447, 5.42075, -0.08335], [1.47263, 4.34472, -0.81062], [0.61166, 3.23982, -1.14728], [1.02936, 2.25989, -1.84438], [-2.61851, -3.63426, -0.70078], [-1.10420, -2.76024, -1.08502], [-2.65171, -2.17242, -1.70931], [-0.86554, -3.00423, 1.11089], [-2.26738, -2.78030, 2.16483], [-1.26748, -0.88084, 3.16327], [-0.64148, -0.31067, 1.63066], [0.55021, -2.61143, 3.21659], [1.19658, -0.94308, 3.11246], [2.95739, -1.05344, 1.79338], [4.96731, -1.35036, 0.67254], [6.33058, -1.66992, -1.37066], [5.17437, -2.34484, -3.48456], [2.72950, -2.62441, -3.53836], [-4.01684, -1.74543, 1.53132], [-4.32891, -1.68832, -0.19749], [-3.00904, 0.57231, 1.36361], [-4.74131, 0.49734, 1.05365], [-4.45757, 0.99216, -1.22314], [-2.87737, 0.20223, -1.29768], [-1.18424, 1.33970, -1.34253], [-2.16500, 4.45308, 0.47143], [-0.62263, 6.34170, 0.98381], [1.72946, 6.22388, 0.14643], [2.49930, 4.28140, -1.15489], [1.34318, 1.21284, 1.73869]], "forces_ev_per_a": [[-0.3, -1.1, -1.6], [0.0, 0.0, 0.1], [0.1, 0.0, 0.0], [0.0, 0.1, 0.0], [0.0, -0.1, -0.1], [0.0, 0.0, -0.1], [0.1, 0.0, 0.1], [0.2, -0.3, 0.1], [-0.1, 0.0, 0.1], [-0.1, -0.1, 0.0], [-0.1, 0.0, -0.1], [0.0, 0.0, 0.1], [0.1, 0.0, 0.1], [0.0, 0.0, 0.0], [0.2, 0.0, 0.0], [0.0, 0.0, 0.0], [0.1, 0.1, 0.0], [0.0, 0.1, 0.0], [-0.1, -0.2, 0.1], [0.2, 0.3, 0.0], [-0.1, 0.0, 0.0], [0.0, -0.1, -0.1], [0.1, -0.1, -0.1], [-0.1, -0.1, 0.0], [-0.1, 0.0, 0.0], [0.0, 0.2, -0.3], [-0.2, 0.7, -0.3], [0.0, 0.0, 0.0], [0.0, 0.0, 0.0], [0.0, 0.0, 0.0], [0.0, 0.0, 0.0], [0.0, 0.0, 0.0], [0.0, 0.0, 0.0], [0.0, 0.0, 0.1], [0.0, 0.0, 0.0], [0.0, 0.0, -0.1], [0.0, 0.0, 0.0], [0.0, 0.0, 0.0], [0.0, 0.0, 0.0], [0.0, 0.0, 0.0], [0.0, 0.0, 0.0], [0.0, 0.0, 0.0], [0.0, 0.0, 0.0], [0.0, 0.0, 0.0], [0.0, 0.0, 0.0], [-0.1, 0.0, -0.1], [0.1, 0.0, 0.0], [0.0, 0.1, 0.0], [0.0, 0.0, 0.0], [0.0, 0.0, 0.0], [0.0, 0.0, 0.0], [0.0, 0.0, 0.0], [0.3, 0.6, 2.0]], "charge": -2, "homo_lumo_gap_ev": 5.96, "mol_weight_g_mol": 409.5}

{"formula": "C17H24F5N2ORuS4Te", "method": "the ωB97M-V functional and the def2-TZVPD basis", "elements": ["Ru", "C", "C", "S", "C", "C", "S", "C", "C", "S", "C", "C", "S", "H", "H", "H", "H", "H", "H", "H", "H", "H", "H", "H", "H", "H", "H", "H", "H", "N", "C", "C", "C", "C", "C", "C", "C", "C", "N", "C", "H", "H", "H", "H", "H", "H", "H", "H", "F", "Te", "F", "F", "F", "F", "O"], "coordinates": [[0.63205, 0.20895, 0.09555], [2.48625, -1.49865, 2.82505], [1.08135, -1.92995, 3.20455], [-0.00635, -2.03445, 1.72325], [-1.62905, -1.60215, 2.47485], [-2.66455, -1.30815, 1.40955], [-2.21505, 0.03165, 0.23605], [-2.73555, 1.54675, 1.12085], [-1.85445, 1.99915, 2.27155], [-0.09405, 2.20915, 1.77765], [0.75225, 1.65045, 3.31695], [2.22665, 1.36415, 3.09615], [2.60215, 0.05885, 1.86715], [2.96285, -2.23855, 2.17865], [3.09815, -1.38205, 3.72145], [0.63175, -1.24175, 3.91795], [1.09875, -2.92645, 3.65375], [-1.48445, -0.74995, 3.13535], [-1.95045, -2.46005, 3.06795], [-3.61365, -1.02975, 1.86925], [-2.82705, -2.18265, 0.77935], [-3.75425, 1.37775, 1.47445], [-2.75995, 2.30425, 0.33875], [-1.91155, 1.31125, 3.11165], [-2.18995, 2.98465, 2.60045], [0.23235, 0.76925, 3.69065], [0.63885, 2.46235, 4.03925], [2.69805, 1.07625, 4.03715], [2.74125, 2.24555, 2.70935], [-0.03885, 1.57145, -1.91575], [-0.77675, 0.84465, -2.83305], [-1.53985, 1.43115, -3.83665], [-2.13805, 0.64585, -4.82165], [-2.02695, -0.72735, -4.79765], [-1.30645, -1.37195, -3.76645], [-1.16205, -2.76975, -3.67155], [-0.40475, -3.30635, -2.65795], [0.15405, -2.44845, -1.70385], [-0.02455, -1.14785, -1.73135], [-0.68845, -0.58145, -2.75805], [-0.10055, 2.57965, -2.03205], [0.94705, 1.28495, -1.91875], [-1.61575, 2.50805, -3.88925], [-2.65315, 1.12815, -5.63685], [-2.48185, -1.33095, -5.56795], [-1.64605, -3.40485, -4.39745], [-0.25395, -4.36945, -2.56745], [0.75935, -2.84155, -0.89715], [2.52975, 2.44915, -2.53175], [3.57235, 1.43115, -1.24195], [4.80595, 0.92915, 0.13385], [2.15245, 2.20335, 0.05245], [4.84695, 1.19785, -2.56925], [4.25825, 3.14635, -0.85475], [2.63945, -0.06675, -1.33215]], "forces_ev_per_a": [[-1.7, -0.5, -0.2], [-0.2, 0.2, -0.3], [-0.3, -0.1, -0.3], [0.0, 0.7, 0.0], [0.4, -0.1, -0.1], [0.3, 0.3, -0.4], [0.5, 0.2, 0.5], [0.3, -0.3, -0.3], [0.3, -0.1, -0.1], [0.6, -1.2, -0.4], [-0.2, 0.2, -0.1], [-0.1, 0.0, -0.4], [-1.0, -0.3, 0.0], [0.0, 0.0, 0.1], [0.0, 0.0, -0.1], [0.0, 0.0, 0.0], [0.1, 0.1, 0.0], [0.0, 0.0, 0.0], [0.0, 0.0, 0.0], [0.0, -0.1, 0.0], [-0.1, 0.0, 0.0], [0.0, 0.1, -0.1], [-0.1, 0.0, 0.0], [0.1, 0.0, 0.1], [0.0, 0.0, 0.1], [-0.1, 0.1, 0.0], [0.0, -0.1, 0.0], [0.0, 0.0, 0.0], [0.0, 0.0, 0.0], [1.1, -0.5, 1.8], [-1.1, -0.9, -1.3], [0.8, -0.2, 0.9], [-0.1, -0.8, -0.2], [0.0, 0.5, 0.0], [0.2, 0.4, 0.3], [0.2, 0.0, 0.3], [-0.2, 0.2, -0.2], [0.1, -0.4, 0.1], [1.1, 0.7, 1.6], [-0.6, 0.9, -0.8], [0.1, -0.1, 0.3], [-0.3, 0.6, -0.9], [0.0, 0.1, 0.0], [-0.2, 0.0, 0.0], [0.0, 0.0, -0.1], [0.0, -0.1, -0.1], [0.1, -0.1, 0.0], [-0.1, 0.0, 0.0], [0.6, -1.3, 0.9], [2.0, 5.0, 0.4], [-1.2, 0.1, -1.1], [1.2, -0.8, -0.9], [-0.6, -0.2, 0.7], [-0.2, -1.1, -0.4], [-1.8, -0.8, 0.7]], "charge": 2, "homo_lumo_gap_ev": [5.41, 6.10], "mol_weight_g_mol": 724.3, "spin_multiplicity": 2}

{"formula": "C3H4N2O", "method": "the ωB97M-V functional and the def2-TZVPD basis", "elements": ["N", "C", "C", "O", "N", "C", "H", "H", "H", "H"], "coordinates": [[1.68079, -0.08298, -0.37469], [0.34134, -0.37712, -0.13120], [-0.57415, -1.30141, -0.05762], [-2.18389, -0.29653, 0.29150], [-1.77850, 0.90725, 0.29936], [-0.57316, 1.19600, 0.11175], [1.94402, 0.76807, 0.10454], [2.39649, -0.79077, -0.25761], [-1.06055, -2.26138, -0.05953], [-0.19239, 2.23886, 0.07350]], "forces_ev_per_a": [[-0.3, -0.1, 0.3], [-1.8, 2.4, 0.4], [-1.7, 2.0, 0.4], [2.5, -1.6, -0.6], [0.1, 0.8, 0.0], [0.9, -2.1, -0.3], [0.1, -0.1, -0.2], [-0.5, -0.2, 0.0], [0.7, 0.1, -0.1], [0.0, -1.1, 0.0]], "charge": 0, "homo_lumo_gap_ev": 9.79, "mol_weight_g_mol": 84.1}

{"formula": "B3Cs3H12", "method": "the ωB97M-V functional and the def2-TZVPD basis", "elements": ["Cs", "Cs", "Cs", "B", "H", "H", "H", "H", "B", "H", "H", "H", "H", "B", "H", "H", "H", "H"], "coordinates": [[1.99022, 1.68036, 0.59505], [-2.37548, -1.12640, 1.49613], [1.16599, -3.08410, 0.28319], [0.63336, -0.78582, 2.03486], [1.73463, -1.12719, 1.93063], [0.24999, -0.50616, 1.00597], [0.04687, -1.72733, 2.38419], [0.35928, 0.07708, 2.77578], [-2.62582, 1.49680, -0.39250], [-3.55244, 0.73501, -0.51104], [-1.66767, 0.95851, 0.08729], [-2.30263, 1.92900, -1.47935], [-2.89952, 2.47847, 0.27807], [1.87446, -0.17581, -2.07527], [1.55643, -0.07872, -3.23940], [0.85841, -0.52611, -1.55049], [2.66834, -1.07778, -1.93373], [2.28559, 0.86020, -1.68939]], "forces_ev_per_a": [[-0.3, 0.3, 0.3], [-0.9, 0.4, -0.1], [0.3, -0.2, -0.9], [-0.1, 0.0, 1.2], [1.7, 0.1, 0.3], [-0.7, 0.4, -2.0], [-0.6, -1.3, 0.6], [0.1, 0.9, 0.8], [0.1, 1.0, -0.4], [-0.4, -0.5, 0.1], [0.7, -0.3, 0.3], [0.0, -0.1, -0.2], [-0.2, -0.1, 0.3], [-0.3, -0.8, -1.0], [0.2, 0.0, -0.2], [-0.7, 0.0, 0.8], [0.6, -0.3, 0.2], [0.4, 0.5, -0.1]], "charge": 0, "homo_lumo_gap_ev": 7.15, "mol_weight_g_mol": 443.2}